Formula: C28H21N6O4Pt
Source: the Open Molecules 2025 dataset
Level of theory: ωB97M-V with the def2-TZVPD basis set

```
! RIJCOSX wB97M-V def2-TZVPD def2/J DEFGRID3
* xyz 1 1
Pt -0.58189 -0.36140 -0.87812
C -3.06865 -3.03089 1.55004
O -3.25607 -3.28804 0.10912
C -2.47504 -2.43058 -0.50319
N -1.67183 -1.72539 0.21214
C -1.79745 -2.15840 1.61546
C -1.80607 -1.01134 2.58226
C -2.02206 0.25402 2.16909
C -1.76743 1.30252 3.10714
C -1.55153 1.09991 4.60474
C -1.45094 -0.32988 4.92398
C -1.49040 -1.28247 3.97241
C -2.50255 -2.26036 -1.97749
C -3.26911 -2.90007 -2.93593
C -3.09488 -2.51108 -4.26238
C -2.19369 -1.50786 -4.61217
C -1.47014 -0.91837 -3.59035
N -1.64145 -1.31911 -2.33638
C -0.47529 0.18257 -3.63345
N 0.05613 0.60102 -2.53905
C 0.96278 1.72075 -2.83574
C 0.91255 1.75178 -4.38469
O -0.12382 0.76886 -4.75110
C 2.34395 1.52199 -2.26151
C 2.87937 0.25096 -2.08442
C 4.16275 0.10173 -1.57681
C 4.91621 1.21975 -1.24871
C 4.38360 2.48874 -1.42630
C 3.09981 2.63863 -1.92817
H -2.98025 -3.99325 2.04156
H -3.95126 -2.49844 1.89779
H -0.91512 -2.77039 1.82544
H -2.34697 0.50302 1.16690
H -0.89952 2.85367 2.11543
H -2.04108 1.77628 5.30222
H -1.34838 -0.61831 5.96255
H -1.36100 -2.31897 4.27025
H -3.97691 -3.66943 -2.66096
H -3.67717 -2.99286 -5.03616
H -2.06586 -1.19447 -5.63883
H 0.52289 2.61602 -2.39457
H 1.84229 1.41681 -4.83667
H 0.60809 2.70717 -4.79858
H 2.29801 -0.62916 -2.33169
H 4.57446 -0.89044 -1.44251
H 5.91660 1.10330 -0.85333
H 4.96364 3.36306 -1.16319
H 2.67577 3.63053 -2.03874
O 0.39530 1.93696 0.52077
C 0.35956 0.73850 0.49500
N 2.89672 0.36349 2.55036
C 1.56598 0.58506 2.57173
O 0.96089 -0.01638 1.49009
C 0.90979 1.22376 3.57716
C 1.74003 1.53403 4.70563
N 2.41800 1.72966 5.61693
C -0.48357 1.65803 3.70992
N -1.31162 2.69751 3.03695
H 3.24896 -0.32091 1.90602
H 3.45490 0.60817 3.35213
*
```

Values from the calculation:
Energy relative to the best compared isomer or geometry (same formula, charge and spin) (eV): 2.8271
Electronic energy (eV): -49745.959
Highest occupied orbital energy (eV): -9.7